Density functional theory data (ωB97M-V/def2-TZVPD) for 8 unconnected molecules or ions with the total composition C26H60B3FIN7O10 at a distorted geometry.

The geometry in XYZ format:
```
108
Properties=species:S:1:pos:R:3:forces:R:3:mulliken_charge:R:1
C 3.08917 -0.05081 0.45249 0.174 0.304 -0.131 -0.942
C 2.31022 0.64284 -0.84520 0.134 -1.902 0.334 0.440
C 0.70714 0.41192 -0.58928 0.156 1.176 0.665 -0.584
I -0.15871 -0.93637 -2.14321 0.615 0.244 1.131 0.042
B -0.21092 1.77574 -0.63695 -0.850 1.775 -0.988 0.615
O 0.07816 3.03503 0.12762 -3.132 -3.508 0.594 -0.347
B -1.04504 3.06359 1.12948 -0.415 -0.110 -1.812 0.647
O -2.44626 2.71185 0.82754 3.388 -1.749 -2.668 -0.396
B -2.53485 1.82520 -0.37749 0.289 0.539 -0.444 0.146
C -3.76623 0.75181 -0.58930 -0.302 -0.484 0.126 -0.426
C -3.54657 -0.65915 0.25499 -1.357 -0.386 -0.788 0.371
F -2.83471 -0.48603 1.54248 -0.948 -0.169 -2.576 -0.349
O -1.47770 1.82487 -1.44978 0.517 -0.191 5.036 -0.469
H 4.15627 -0.45859 0.14957 -2.105 1.194 0.731 0.335
H 3.16818 0.78625 1.28518 0.013 -1.988 -1.546 0.154
H 2.49595 -0.99522 0.87623 1.097 2.204 -1.033 0.285
H 2.59717 -0.03126 -1.78772 -0.566 1.921 1.920 0.370
H 2.59578 1.77838 -0.99863 -0.565 -2.429 0.347 -0.491
H 0.56308 -0.04442 0.50445 0.150 0.699 -2.509 0.357
H -0.75658 3.34650 2.23356 -0.122 0.165 -0.072 -0.178
H -4.79462 1.20046 -0.25641 1.937 -0.753 -0.649 0.228
H -3.81275 0.43992 -1.73829 0.048 0.673 2.531 0.200
H -4.62664 -1.08316 0.52946 2.587 0.866 -0.503 -0.173
H -3.02710 -1.44689 -0.47549 -0.707 1.752 2.143 0.132
C -0.42204 5.27329 4.63347 -0.017 0.415 -0.776 0.057
O -1.13672 4.40374 4.15051 0.521 0.867 0.353 -0.554
N 0.06282 6.37431 3.96021 -0.409 -1.150 1.007 0.176
C 0.90498 7.36109 4.60378 -0.065 -0.078 -0.217 -0.913
C -0.28030 6.55137 2.56452 -0.217 -0.118 -0.121 -0.749
H -0.10182 5.23498 5.68726 0.075 0.110 -0.003 0.287
H 0.41118 8.33566 4.55178 0.207 0.041 0.094 0.332
H 1.86259 7.40637 4.07712 -0.013 0.180 0.130 0.303
H 1.08334 7.10444 5.65153 -0.095 -0.039 -0.163 0.294
H -1.36882 6.61035 2.47025 0.078 -0.039 -0.140 0.313
H 0.07551 5.68562 1.99791 -0.064 0.216 -0.106 0.004
H 0.17385 7.46334 2.16765 0.002 -0.270 0.136 0.408
C -1.09508 -4.27829 -4.29824 0.632 0.257 -0.332 0.030
O -1.34989 -3.28581 -3.62726 0.369 -0.539 -0.637 -0.524
N -0.01227 -4.41726 -5.14017 -1.153 -0.083 0.786 0.175
C 0.22042 -5.62660 -5.90209 0.032 0.143 0.163 -1.000
C 0.92361 -3.31960 -5.26774 -0.150 0.199 0.240 -0.868
H -1.74243 -5.16985 -4.27527 0.098 0.005 -0.088 0.298
H 1.19077 -6.04313 -5.61705 -0.032 -0.113 -0.150 0.340
H 0.22644 -5.37790 -6.96724 0.011 -0.199 0.027 0.319
H -0.55908 -6.36918 -5.71125 0.066 0.214 -0.075 0.331
H 1.34817 -3.09761 -4.28402 0.057 0.154 -0.178 0.207
H 0.38856 -2.43564 -5.62762 0.217 0.042 0.059 0.297
H 1.72536 -3.57458 -5.96604 -0.203 -0.052 0.118 0.353
C -6.84681 -2.80558 -1.33081 0.041 -0.184 0.738 0.105
O -5.66016 -2.91457 -1.04774 -1.078 0.068 0.051 -0.583
N -7.89636 -2.97090 -0.45232 0.828 0.218 -1.060 0.134
C -9.27660 -2.82460 -0.86546 0.162 -0.050 0.187 -0.926
C -7.61113 -3.30132 0.92844 0.340 -0.014 -0.026 -0.917
H -7.17369 -2.55670 -2.35340 -0.115 -0.009 0.048 0.309
H -9.73880 -2.02569 -0.27856 -0.173 -0.074 -0.137 0.339
H -9.80242 -3.76601 -0.68193 -0.165 0.139 -0.088 0.333
H -9.34610 -2.57583 -1.92789 0.101 -0.044 0.175 0.287
H -6.99146 -2.51107 1.36289 -0.048 -0.191 0.134 0.260
H -7.05478 -4.24289 0.96149 -0.030 0.123 0.192 0.295
H -8.53714 -3.40028 1.50129 0.130 0.049 -0.204 0.377
C -2.84083 -6.14452 -8.61094 0.651 -0.365 -0.111 0.105
O -2.66479 -6.63421 -7.50217 0.139 0.269 -0.931 -0.558
N -2.00000 -6.29401 -9.69320 -0.986 0.307 0.951 0.126
C -2.27886 -5.68118 -10.97532 0.150 -0.129 0.107 -0.922
C -0.79894 -7.08930 -9.54488 -0.056 -0.100 0.303 -0.759
H -3.72309 -5.52200 -8.83131 0.061 -0.002 -0.110 0.292
H -2.36004 -6.46627 -11.73254 -0.033 0.197 -0.115 0.331
H -1.45608 -5.00763 -11.23183 -0.150 0.014 -0.179 0.336
H -3.21236 -5.11267 -10.94610 0.153 -0.120 0.080 0.293
H -1.07898 -8.10597 -9.25300 0.222 0.058 -0.008 0.293
H -0.17943 -6.65446 -8.75475 0.061 -0.220 -0.130 0.115
H -0.23563 -7.11683 -10.48155 -0.188 0.069 0.147 0.381
C 3.05353 6.78542 0.32876 -0.484 -0.404 -0.728 0.086
O 2.19880 7.57891 0.70289 0.410 -0.556 -0.384 -0.600
N 2.92622 5.91551 -0.73316 0.398 0.911 1.241 0.190
C 3.98606 5.00511 -1.11404 -0.198 0.049 -0.034 -0.612
C 1.69371 5.91084 -1.49337 -0.242 0.252 0.180 -0.886
H 4.02800 6.70740 0.83747 0.025 -0.096 -0.092 0.318
H 4.28424 5.22041 -2.14412 0.125 -0.171 0.061 0.350
H 3.61230 3.97933 -1.04700 0.219 -0.004 -0.057 0.019
H 4.85440 5.11432 -0.45864 -0.184 0.022 -0.064 0.313
H 1.53137 6.90764 -1.91440 -0.130 -0.145 -0.038 0.347
H 0.86271 5.67261 -0.82265 -0.019 -0.004 -0.241 0.135
H 1.73964 5.17345 -2.29934 0.076 0.107 0.217 0.389
C 5.70733 0.62576 2.97233 -0.095 0.824 0.245 0.074
O 6.10417 0.91908 1.85132 -0.246 0.099 0.762 -0.599
N 5.33311 1.52479 3.94819 0.405 -0.962 -0.915 0.230
C 4.87319 1.09751 5.25321 0.206 0.107 -0.232 -0.931
C 5.40134 2.94240 3.66056 0.128 -0.126 -0.329 -0.962
H 5.61761 -0.42438 3.29423 -0.062 0.081 0.127 0.328
H 3.85704 1.47064 5.40987 0.106 -0.211 0.164 0.333
H 5.53821 1.51266 6.01599 -0.088 -0.042 0.127 0.322
H 4.87157 0.00708 5.33335 0.022 0.471 -0.143 0.308
H 4.75956 3.16278 2.80219 0.106 0.183 0.064 0.250
H 6.43252 3.20459 3.40536 -0.143 0.174 -0.031 0.308
H 5.07531 3.52807 4.52435 0.037 -0.222 -0.115 0.381
C 2.34742 -1.23592 7.02677 0.426 -0.179 0.630 0.107
O 3.21185 -0.83565 6.25690 -0.700 -0.622 0.970 -0.599
N 2.55925 -1.63133 8.33038 -0.438 0.387 -1.368 0.127
C 1.48120 -2.09376 9.17958 0.196 0.035 0.001 -0.910
C 3.90241 -1.58312 8.86948 0.152 0.108 -0.276 -0.917
H 1.29232 -1.31170 6.71774 0.022 -0.028 0.114 0.276
H 1.41520 -1.44089 10.05464 -0.163 -0.157 0.026 0.332
H 1.69771 -3.11678 9.50051 -0.197 0.058 0.094 0.332
H 0.52601 -2.07895 8.64773 0.209 0.029 0.022 0.294
H 4.27104 -0.55433 8.81528 0.139 -0.159 0.078 0.271
H 4.55217 -2.22204 8.26386 0.091 0.120 0.169 0.289
H 3.91438 -1.92456 9.90810 -0.107 0.057 -0.221 0.374
```
Forces are in eV/Å.

Summary:
Frontier orbital gap ... 8.9341 eV
M ... 809.1 g mol⁻¹
Largest force on an atom ... 5.067 eV Å⁻¹
E_tot ... -2634.588961 a.u.
HOMO energy ... -8.3211 eV
SMILES ... CC[C@H](I)B1OBOB(CCF)O1.CN(C)C=O.CN(C)C=O.CN(C)C=O.CN(C)C=O.CN(C)C=O.CN(C)C=O.CN(C)C=O